Entry 1:
19
Properties=species:S:1:pos:R:3:forces:R:3:lowdin_charge:R:1 method="wB97M-V/def2-TZVPD" smiles=CN1C[C@@H]2[NH2+][C@@]23C[C@H]13 de_lowest_kcal_mol=125.8 e_tot_ha=-344.3147 lumo_ev=-2.9 total_charge=+1
N -0.206 0.907 0.309 2.3 -3.3 0.5 -0.141
N -1.300 -1.286 -0.025 -0.6 0.1 0.7 0.171
C 0.974 -0.317 0.454 -3.2 2.4 -0.3 -0.066
C 0.181 -1.460 -0.190 0.4 0.5 0.1 -0.187
C 0.996 -1.653 1.063 0.4 -0.3 0.4 0.042
C 0.364 2.194 0.609 0.1 0.4 0.1 -0.095
C -0.633 -0.854 -1.253 0.4 0.3 -0.8 -0.101
C -0.502 0.670 -1.121 0.0 0.2 -0.1 -0.129
H -1.611 -0.510 0.573 0.1 0.0 -0.1 0.174
H 0.574 2.237 1.675 0.0 0.1 0.0 0.097
H 0.386 -1.922 1.914 -0.1 -0.1 0.0 0.132
H -1.449 1.161 -1.367 0.1 0.0 -0.1 0.142
H 0.271 1.057 -1.796 0.0 -0.1 0.0 0.139
H 1.947 -2.165 1.025 0.1 0.0 0.0 0.129
H -1.872 -2.126 -0.016 0.3 0.0 -0.1 0.192
H 1.282 2.393 0.045 0.0 0.0 0.0 0.092
H -0.364 2.966 0.365 0.0 0.1 0.0 0.097
H -0.902 -1.304 -2.197 -0.2 -0.1 0.0 0.160
H 1.862 0.013 -0.067 0.0 -0.2 -0.3 0.151

***

Entry 2:
19
Properties=species:S:1:pos:R:3:forces:R:3:lowdin_charge:R:1 method="wB97M-V/def2-TZVPD" smiles="CC#[N+]/N=C/C(C)C" de_lowest_kcal_mol=115.4 e_tot_ha=-344.3313 lumo_ev=-4.8 total_charge=+1
N -1.747 -0.231 0.319 -6.6 0.5 -2.3 0.130
N -0.545 0.191 0.363 2.1 1.2 0.2 0.083
C 1.852 1.513 -0.058 -3.4 -4.2 -1.3 -0.016
C 0.469 -0.560 0.496 1.3 0.1 -0.9 -0.064
C -4.280 -0.106 -0.199 -2.6 1.8 -2.3 -0.025
C -2.871 -0.051 -0.067 4.4 -1.3 2.9 0.069
C 1.851 0.017 0.494 -1.6 0.7 0.8 -0.366
C 2.781 -0.975 -0.252 0.5 1.7 -1.1 -0.061
H 1.471 2.176 0.630 -0.6 1.5 1.6 0.048
H 0.500 -1.632 0.551 -0.8 -0.7 0.2 0.141
H -4.502 0.391 -1.240 0.5 -1.6 1.1 0.148
H -4.699 -1.159 -0.140 0.4 1.5 0.0 0.134
H 3.802 -0.419 -0.493 -1.8 -1.8 1.1 0.132
H 1.840 -0.039 1.641 1.4 0.3 -0.9 0.176
H 2.331 -1.078 -1.274 0.4 -0.1 0.7 0.091
H 1.102 1.493 -0.941 1.5 0.3 1.2 0.116
H -4.888 0.738 0.313 1.3 -1.7 0.3 0.146
H 2.742 -1.978 0.224 0.8 0.7 -0.3 0.087
H 2.792 1.712 -0.366 2.9 1.0 -1.0 0.032

***

Entry 3:
19
Properties=species:S:1:pos:R:3:forces:R:3:lowdin_charge:R:1 method="wB97M-V/def2-TZVPD" smiles="CCCC1=NC[NH+]=C1" de_lowest_kcal_mol=61.0 e_tot_ha=-344.4179 lumo_ev=-6.2 total_charge=+1
N 0.592 0.382 0.800 0.3 -0.7 -0.6 0.196
N 2.346 -0.505 -0.463 -0.7 2.5 -0.8 0.136
C 1.285 -0.321 -1.214 -0.3 -1.6 0.2 0.098
C -1.195 0.488 -0.939 1.8 1.0 1.9 -0.110
C 0.173 0.107 -0.396 -1.0 -0.2 0.1 -0.248
C 1.949 -0.044 0.873 0.1 -0.8 0.7 -0.136
C -2.238 0.623 0.169 -0.5 -1.2 -0.1 -0.235
C -2.417 -0.643 1.021 0.5 0.1 0.8 -0.103
H -3.202 0.838 -0.287 0.1 0.4 -0.1 0.114
H 1.898 -0.962 1.481 0.3 0.2 0.2 0.171
H -3.390 -0.664 1.507 -0.1 0.0 -0.2 0.078
H 3.187 -0.125 -0.905 0.7 -1.2 0.3 0.194
H -1.511 -0.036 -1.831 0.2 0.1 -0.2 0.130
H -1.706 -0.599 1.845 0.1 -0.1 0.1 0.060
H -0.769 1.507 -1.046 -1.3 0.3 -1.5 0.142
H 1.224 -0.642 -2.249 0.3 0.5 -0.2 0.167
H -2.234 -1.611 0.552 -0.2 0.2 -0.5 0.078
H 2.662 0.630 1.344 0.0 0.2 -0.2 0.157
H -1.949 1.418 0.848 -0.2 0.3 -0.1 0.110